Entry 1:
{"formula": "C32H46BrN3P2STi", "method": "ωB97M-V/def2-TZVPD", "species": ["N", "C", "C", "C", "C", "C", "C", "Ti", "P", "C", "C", "C", "C", "C", "C", "C", "Br", "H", "H", "H", "H", "H", "H", "H", "H", "H", "H", "P", "C", "C", "H", "H", "H", "H", "H", "C", "C", "H", "H", "H", "H", "H", "C", "C", "H", "H", "H", "H", "H", "C", "C", "H", "H", "H", "H", "H", "C", "C", "H", "H", "H", "H", "H", "C", "C", "H", "H", "H", "H", "H", "N", "C", "N", "C", "C", "C", "C", "C", "C", "S", "H", "H", "H", "H", "H", "H"], "positions_angstrom": [[-3.832410, -4.996804, -3.517323], [-2.954870, -5.291542, -2.560922], [-2.021414, -4.362324, -2.063832], [-2.045626, -3.055503, -2.570619], [-2.992959, -2.736426, -3.562346], [-3.849226, -3.755347, -4.019758], [-1.145765, -2.003848, -2.001340], [-0.156707, -0.929700, -0.700244], [0.688223, 3.941875, 2.764318], [-1.667526, -0.631499, -1.816626], [-2.214931, -0.286180, -0.459709], [-2.585710, 1.054382, -0.106497], [-3.090035, 1.301286, 1.165006], [-3.262244, 0.276055, 2.142579], [-2.938864, -1.047397, 1.741178], [-2.446642, -1.360216, 0.451544], [-3.427462, 0.721466, 3.905969], [-0.051268, -2.167292, -2.274694], [-1.933720, 0.037915, -2.632006], [-1.307793, -4.681184, -1.304601], [-3.048032, -1.736927, -3.993939], [-2.988772, -6.307373, -2.155164], [-4.581270, -3.563825, -4.818733], [-2.496165, 1.819663, -0.877826], [-2.485260, -2.393468, 0.068115], [-3.278752, 2.337907, 1.439904], [-2.923318, -1.843053, 2.476198], [1.183387, 0.248623, -2.285211], [-0.304717, 3.895350, 4.323261], [-0.597401, 5.256574, 4.958791], [0.302050, 3.292322, 5.015331], [-1.256775, 3.370200, 4.126665], [-1.244895, 5.107241, 5.830462], [0.301737, 5.763270, 5.324155], [-1.118856, 5.950418, 4.288672], [-0.572828, 3.890615, 1.476011], [-0.587669, 5.229402, 0.716922], [-1.531573, 3.708434, 1.973026], [-0.336790, 3.041270, 0.822824], [-1.172011, 5.154118, -0.205604], [-1.033406, 6.028117, 1.320598], [0.426978, 5.553861, 0.452167], [1.779508, 2.501986, 2.935260], [3.094941, 2.935549, 3.634461], [1.955340, 2.123966, 1.914389], [1.254466, 1.743258, 3.530630], [3.961645, 2.413533, 3.212108], [3.271194, 4.018199, 3.537885], [3.054105, 2.700343, 4.703828], [2.826306, 0.401699, -1.530019], [3.911570, 0.837398, -2.520525], [3.083079, -0.559762, -1.052404], [2.741290, 1.119839, -0.697515], [4.188360, 0.010612, -3.190774], [3.588385, 1.697767, -3.126460], [4.814096, 1.131932, -1.965623], [0.479666, 1.954777, -2.349986], [-0.395688, 2.306525, -3.560124], [1.325438, 2.659287, -2.264559], [-0.129314, 2.104759, -1.442906], [0.167111, 2.326649, -4.503289], [-1.224496, 1.598587, -3.679011], [-0.845977, 3.304678, -3.437655], [1.358713, -0.276304, -4.049122], [1.394612, -1.771882, -4.390956], [2.247525, 0.217307, -4.461910], [0.513918, 0.185665, -4.586742], [0.393947, -2.146974, -4.662452], [2.049468, -1.934229, -5.262510], [1.765652, -2.409463, -3.575528], [2.164608, -3.252675, -1.559675], [1.697445, -3.479435, -0.291140], [0.856422, -2.669580, 0.354160], [0.759112, -3.057884, 1.720928], [0.086511, -2.345833, 2.718587], [0.164695, -2.819745, 4.035014], [0.963007, -3.927876, 4.356363], [1.677195, -4.615732, 3.361520], [1.525813, -4.185316, 2.037221], [2.302633, -4.854270, 0.602461], [2.812752, -3.994809, -1.831413], [2.499010, -2.307763, -1.769619], [-0.489339, -1.464183, 2.443127], [-0.417696, -2.327569, 4.817585], [1.036878, -4.263269, 5.394869], [2.317379, -5.460220, 3.594819]], "atomic_forces_ev_per_a": [[-0.057, 0.220, -0.068], [0.416, 0.504, 0.136], [-0.512, -0.322, -0.573], [0.022, -0.171, 0.505], [-0.045, -0.719, 0.024], [0.401, 0.211, 0.288], [-1.416, -0.411, -0.222], [2.015, -2.452, 2.816], [-1.681, -1.278, 1.648], [-1.733, 1.465, -1.111], [-1.709, -1.174, -1.765], [0.157, -0.972, 0.659], [0.287, 0.113, -0.124], [1.780, -1.366, -2.962], [0.273, 0.912, 0.493], [-0.576, 1.102, 0.196], [-0.436, 0.287, 1.247], [-0.395, 0.614, -0.106], [0.153, -0.023, 0.114], [-0.135, 0.222, -0.091], [-0.010, -0.255, 0.188], [0.007, 0.310, -0.196], [0.380, -0.071, 0.437], [-0.073, 0.024, 0.337], [0.350, 0.561, 0.472], [-0.307, -0.241, 0.007], [-0.492, 0.007, 0.068], [-0.358, 0.213, -0.767], [0.672, 0.630, 0.498], [-0.249, 0.372, 0.358], [-0.264, 0.125, -0.113], [0.502, -0.001, -0.253], [0.102, 0.026, -0.199], [-0.059, -0.192, -0.172], [0.079, -0.232, 0.034], [0.317, 0.324, -0.712], [-0.036, 0.284, -0.323], [0.248, -0.062, -0.067], [-0.099, 0.157, -0.004], [0.086, -0.036, 0.194], [0.085, -0.205, -0.057], [-0.253, -0.106, -0.059], [0.607, 0.223, -0.798], [0.158, 0.053, 0.177], [0.061, -0.019, 0.397], [-0.102, 0.158, -0.289], [-0.288, 0.120, 0.093], [0.081, -0.387, 0.007], [0.011, 0.102, -0.243], [0.730, 0.265, -0.345], [0.523, 0.092, 0.324], [0.015, 0.332, -0.133], [-0.077, -0.116, -0.210], [-0.109, 0.323, 0.143], [0.120, -0.276, 0.173], [-0.178, -0.070, -0.307], [0.438, 0.748, 0.007], [-0.104, 0.149, -0.222], [-0.262, -0.078, -0.137], [0.213, -0.198, -0.110], [-0.088, -0.009, 0.335], [0.210, 0.146, 0.003], [0.223, -0.332, 0.048], [-0.034, 0.411, -0.343], [0.035, -0.455, -0.131], [-0.137, -0.003, 0.201], [0.253, -0.161, 0.340], [0.387, 0.147, 0.188], [-0.281, 0.070, 0.317], [-0.176, 0.301, -0.541], [0.282, -0.586, 0.269], [-0.514, 0.788, 0.967], [1.131, -0.465, -0.364], [0.365, 0.240, -0.507], [0.207, -0.545, 0.195], [-0.063, 0.088, -0.377], [0.255, -0.260, -0.302], [-0.657, 0.388, -0.085], [0.013, -0.242, 0.570], [-0.430, 0.769, 0.351], [-0.161, 0.619, -0.296], [-0.285, -0.672, 0.233], [0.068, -0.191, 0.202], [0.300, -0.106, -0.226], [-0.029, 0.147, -0.420], [-0.145, 0.097, 0.070]], "lowdin_charge": [0.0627, -0.1261, -0.0178, -0.2181, -0.0033, -0.1149, -0.2608, 0.7283, 1.2001, -0.3240, -0.3107, -0.0272, -0.1261, -0.7291, -0.1052, -0.0508, 0.8243, 0.0675, 0.0969, 0.1074, 0.1110, 0.1135, 0.1171, 0.1188, 0.1311, 0.0924, 0.1070, 0.9141, -0.3459, -0.1281, 0.0915, 0.0806, 0.0900, 0.0829, 0.0770, -0.3677, -0.1270, 0.0758, 0.0677, 0.0834, 0.0834, 0.0755, -0.3615, -0.1258, 0.0734, 0.0994, 0.0854, 0.0705, 0.0853, -0.4079, -0.1367, 0.0632, 0.0765, 0.0821, 0.0801, 0.0841, -0.3706, -0.1328, 0.0869, 0.0427, 0.0818, 0.0595, 0.0862, -0.3340, -0.1225, 0.0811, 0.0805, 0.0848, 0.0911, 0.0298, 0.0836, -0.6534, 0.0089, -0.2877, -0.0298, -0.0625, -0.0600, -0.0569, -0.4444, 1.1418, 0.1123, 0.0664, 0.0823, 0.1124, 0.1188, 0.1184], "orbital_gap_ev": [6.204, 3.600], "spin_multiplicity": 3, "homo_energy_ev": [-11.7, -12.5], "total_charge": 2, "e_above_lowest_kj_mol": 177.0, "fmax_ev_per_a": 4.24}


Entry 2:
{"formula": "C32H46Cl2O5P4Tc", "method": "ωB97M-V/def2-TZVPD", "species": ["P", "C", "C", "H", "C", "H", "C", "H", "C", "H", "C", "H", "C", "C", "H", "C", "H", "C", "H", "C", "H", "C", "H", "C", "C", "H", "C", "H", "C", "H", "C", "H", "C", "H", "Tc", "C", "C", "H", "C", "O", "H", "C", "H", "C", "Cl", "P", "P", "C", "H", "H", "H", "C", "H", "H", "H", "C", "H", "H", "H", "C", "H", "H", "H", "C", "H", "H", "H", "C", "H", "H", "H", "P", "C", "C", "H", "H", "H", "H", "H", "H", "C", "H", "H", "H", "H", "O", "Cl", "O", "O", "O"], "positions_angstrom": [[1.237562, 1.000034, -2.013543], [2.954468, 1.430119, -2.323907], [3.707645, 0.809027, -3.338703], [3.277914, -0.013070, -3.912918], [5.000409, 1.260240, -3.619189], [5.575105, 0.787055, -4.419258], [5.546599, 2.319837, -2.884634], [6.553341, 2.675548, -3.110915], [4.805882, 2.927030, -1.861947], [5.229337, 3.754964, -1.290700], [3.514658, 2.479814, -1.574890], [2.925690, 2.943537, -0.783128], [0.928110, -0.587314, -2.824155], [1.660352, -1.713151, -2.393665], [2.440436, -1.591827, -1.638418], [1.399494, -2.972187, -2.938900], [1.944586, -3.844068, -2.565354], [0.466816, -3.102348, -3.973946], [0.287155, -4.081038, -4.422720], [-0.227490, -1.983502, -4.442930], [-0.937927, -2.077249, -5.270037], [-0.016767, -0.730435, -3.859562], [-0.558556, 0.143656, -4.229473], [0.221455, 2.272180, -2.802015], [0.618392, 2.833960, -4.034222], [1.525063, 2.476109, -4.525095], [-0.142603, 3.846190, -4.626073], [0.168858, 4.264126, -5.587419], [-1.295222, 4.320328, -3.985081], [-1.884685, 5.115745, -4.444258], [-1.690641, 3.778603, -2.755548], [-2.585595, 4.142610, -2.244439], [-0.937430, 2.757081, -2.170531], [-1.238552, 2.333018, -1.212488], [0.075617, 0.096041, 2.334638], [-1.609936, -1.120008, 2.034724], [-1.887119, -1.488407, 0.755746], [-2.250334, -1.508569, 2.844512], [-1.048662, -0.829610, -0.306759], [-1.944131, -0.030769, -1.126491], [-1.439564, 0.376670, -1.858100], [-0.023262, 0.026488, 0.370161], [-0.531854, -1.595649, -0.927692], [0.919031, 0.856211, -0.051303], [1.995601, 1.459477, 2.901141], [-1.315056, 1.988595, 2.824536], [1.620446, -1.764248, 2.531839], [-0.846446, 2.995468, 4.256255], [0.237258, 3.151913, 4.240998], [-1.124242, 2.471700, 5.178627], [-1.370553, 3.956507, 4.181516], [-1.428409, 3.167848, 1.457600], [-2.132016, 2.786255, 0.708389], [-0.437599, 3.281465, 1.002395], [-1.775674, 4.135998, 1.840759], [-3.034236, 1.538542, 3.198176], [-3.049353, 0.898013, 4.089588], [-3.455163, 0.994860, 2.344760], [-3.619219, 2.448593, 3.384700], [2.418589, -1.936877, 4.152970], [1.698668, -2.291690, 4.900287], [2.800661, -0.960695, 4.471608], [3.245425, -2.650645, 4.051302], [0.850264, -3.395233, 2.301639], [0.412041, -3.454119, 1.298007], [0.052127, -3.518117, 3.045499], [1.598397, -4.189767, 2.424961], [2.999470, -1.724356, 1.357416], [3.362542, -0.693961, 1.272592], [2.653152, -2.072457, 0.378085], [3.802336, -2.376561, 1.724642], [-3.241466, -2.551269, 0.185391], [-3.834417, -3.512233, 1.558501], [-2.512157, -3.561647, -1.106324], [-4.199561, -2.844021, 2.349583], [-3.029674, -4.148128, 1.951516], [-4.657549, -4.142669, 1.195833], [-2.148311, -2.931897, -1.930085], [-3.273429, -4.255163, -1.484960], [-1.668956, -4.135043, -0.696049], [-4.493768, -1.467929, -0.488378], [-4.796075, -0.744427, 0.280208], [-5.357938, -2.068828, -0.797420], [-4.070126, -0.921291, -1.339888], [1.609030, 1.440917, 0.563223], [0.927953, 0.650246, 5.702753], [-0.220767, -0.205885, 5.717220], [-0.016162, -1.400140, 6.479480], [-1.416691, 0.500892, 6.120587], [-0.492631, -0.705051, 4.229179]], "atomic_forces_ev_per_a": [[0.277, 0.179, 0.921], [0.539, 0.025, 0.081], [-0.086, 0.176, 0.114], [0.160, 0.235, 0.115], [-0.137, 0.094, 0.166], [-0.192, 0.171, 0.315], [-0.264, -0.095, 0.034], [-0.321, -0.113, 0.081], [-0.138, -0.133, -0.034], [-0.110, -0.292, -0.176], [0.083, -0.127, -0.249], [0.229, 0.045, -0.144], [-0.162, -0.500, -0.155], [-0.233, 0.018, -0.083], [-0.268, -0.068, -0.188], [0.146, 0.273, 0.058], [-0.164, 0.321, -0.235], [-0.113, 0.115, 0.050], [0.058, 0.301, 0.126], [0.010, 0.013, 0.071], [0.290, 0.005, 0.333], [0.277, 0.078, 0.237], [0.120, -0.267, 0.112], [-0.372, 0.518, -0.018], [-0.081, -0.092, 0.101], [-0.211, 0.143, 0.103], [-0.007, -0.221, 0.242], [-0.117, -0.143, 0.395], [0.073, -0.195, 0.177], [0.194, -0.240, 0.149], [0.151, -0.123, -0.158], [0.324, -0.079, -0.231], [0.151, 0.025, -0.090], [0.061, 0.244, -0.235], [-0.172, -0.741, 2.567], [-0.724, -0.580, -1.206], [-0.017, 0.485, 0.615], [0.520, 0.179, -0.195], [-0.112, -0.096, -1.104], [0.712, -0.308, -0.091], [-0.379, -0.389, 0.332], [0.222, 0.222, 0.441], [-0.277, 0.392, 0.139], [0.496, 0.277, -4.020], [-0.275, -0.197, -0.223], [-1.058, 0.937, 0.663], [0.587, -1.013, 0.284], [0.306, 0.006, -0.001], [-0.222, 0.064, 0.095], [0.096, 0.230, -0.278], [0.088, -0.212, 0.091], [0.053, 0.120, -0.214], [0.137, 0.101, 0.121], [-0.213, 0.122, 0.055], [0.054, -0.216, -0.192], [-0.106, -0.050, -0.101], [0.009, 0.172, -0.189], [-0.021, 0.113, 0.171], [0.088, -0.237, -0.005], [-0.032, 0.285, 0.060], [0.172, 0.079, -0.203], [-0.011, -0.210, -0.009], [-0.189, 0.130, 0.078], [-0.067, -0.109, -0.146], [0.073, -0.059, 0.157], [0.213, 0.016, -0.141], [-0.211, 0.163, -0.007], [0.085, -0.006, -0.102], [0.037, -0.206, 0.018], [0.112, 0.051, 0.199], [-0.141, 0.167, -0.215], [1.328, 1.192, 0.215], [-0.245, -0.327, 0.037], [-0.224, -0.398, -0.121], [0.053, -0.193, -0.213], [-0.217, 0.182, -0.109], [0.134, 0.092, 0.248], [-0.192, -0.093, 0.243], [0.237, 0.072, -0.040], [-0.265, 0.123, -0.064], [-0.464, -0.181, -0.131], [0.047, -0.234, -0.159], [0.065, 0.229, 0.009], [-0.132, -0.228, 0.263], [-0.215, -0.192, -0.319], [-0.661, -0.498, -0.202], [-0.408, -0.195, 0.248], [-0.147, 0.691, -0.673], [0.885, -0.683, -0.533], [0.422, 0.667, 1.873]], "lowdin_charge": [1.1546, -0.3303, -0.0715, 0.1093, -0.0470, 0.1211, -0.0387, 0.1222, -0.0448, 0.1213, -0.0706, 0.1099, -0.3365, -0.0961, 0.1002, -0.0517, 0.1214, -0.0511, 0.1217, -0.0509, 0.1231, -0.0627, 0.1158, -0.3175, -0.0593, 0.1171, -0.0402, 0.1237, -0.0370, 0.1224, -0.0440, 0.1195, -0.0937, 0.0644, 1.0111, -0.1682, -0.3596, 0.0693, -0.3888, -0.0467, 0.0551, -0.3813, 0.1262, -0.1783, 0.0740, 0.7324, 0.7285, -0.2389, 0.0219, 0.0337, 0.0656, -0.2398, 0.0432, 0.0410, 0.0653, -0.2303, 0.0488, 0.0331, 0.0700, -0.2308, 0.0442, 0.0394, 0.0658, -0.2362, 0.0285, 0.0565, 0.0664, -0.2404, 0.0343, 0.0203, 0.0647, 0.8878, -0.1598, -0.1536, 0.0772, 0.0796, 0.0798, 0.0592, 0.0780, 0.0747, -0.1557, 0.0766, 0.0767, 0.0604, -0.0256, -0.3367, 0.7521, -0.2738, -0.3104, -0.6105], "orbital_gap_ev": [8.720, 7.059], "spin_multiplicity": 4, "homo_energy_ev": [-13.9, -13.9], "total_charge": 2, "e_above_lowest_kj_mol": 0.0, "fmax_ev_per_a": 4.06}